ORCA calculation (the ωB97M-V functional and the def2-TZVPD basis) on C3H7ClOS as an isolated structure in a non-equilibrium geometry.

```
13
Properties=species:S:1:pos:R:3:forces:R:3:lowdin_charge:R:1
C -0.047823 -1.389591 -1.105396 -0.263 -0.164 2.589 -0.10
C 0.610713 -0.246788 -0.269362 -1.290 -0.103 -1.157 -0.72
C -0.417585 0.474561 0.559881 1.590 0.851 2.319 -0.55
O -1.337294 1.213107 0.014027 -2.034 2.077 -3.537 -0.05
S 0.908712 1.764022 1.954802 -1.199 -1.714 -0.024 0.41
Cl 1.208280 0.970926 -1.447553 0.558 0.071 0.044 0.64
H -0.899464 -1.716598 -0.461644 0.494 -0.210 -0.524 0.09
H -0.491189 -0.793636 -1.870714 -0.205 -0.728 -1.402 0.04
H 0.586334 -2.301806 -1.295732 -0.553 1.454 -0.375 0.10
H 1.383629 -0.527986 0.378861 1.211 -0.434 0.608 0.06
H -0.959552 -0.006573 1.364497 0.789 -0.823 0.210 0.11
H -1.283071 1.540474 -0.967290 0.874 -0.986 2.704 0.16
H 0.738310 1.019888 3.145623 0.027 0.709 -1.456 -0.20
```
Forces are in eV/Å.

- Electronic energy: -28627.8533 eV
- Energy above the lowest of the compared OMol25 structures with the same formula, charge and spin: 44.3 kcal/mol
- Gap between HOMO and LUMO: 9.20 eV